{
  "formula": "C19H36FIN3O10S3",
  "method": "ωB97M-V/def2-TZVPD",
  "species": ["N", "C", "N", "C", "C", "C", "C", "I", "C", "C", "O", "F", "C", "C", "C", "C", "S", "N", "C", "C", "C", "C", "O", "H", "H", "H", "H", "H", "H", "H", "H", "H", "H", "H", "H", "H", "H", "H", "H", "H", "H", "H", "H", "H", "H", "H", "H", "H", "H", "H", "H", "C", "C", "O", "S", "O", "O", "O", "H", "H", "H", "H", "C", "C", "O", "S", "O", "O", "O", "H", "H", "H", "H"],
  "xyz": [[-0.181, -2.976, -1.718], [-0.331, -1.687, -1.868], [-0.874, -0.964, -2.915], [0.136, 0.100, -3.192], [-0.287, 1.259, -4.174], [-0.201, 2.696, -3.575], [-1.431, 3.130, -2.734], [-1.804, 5.264, -2.973], [1.360, -0.600, -3.895], [0.992, -1.352, -5.182], [1.291, -0.927, -6.206], [0.276, -2.517, -5.167], [0.474, 0.466, -1.705], [1.972, 0.735, -1.366], [2.204, 1.555, -0.070], [1.511, 2.958, -0.046], [2.726, 4.316, 0.285], [0.048, -0.751, -0.927], [-0.843, -0.566, 0.238], [-2.362, -0.712, -0.048], [-3.005, 0.497, -0.796], [-4.328, 0.067, -1.532], [-4.277, 0.277, -2.941], [-0.837, -3.661, -2.089], [0.570, -3.364, -1.151], [-1.245, -1.471, -3.718], [-1.299, 1.015, -4.557], [0.386, 1.240, -5.051], [0.768, 2.810, -3.056], [-0.158, 3.385, -4.442], [-2.351, 2.583, -3.008], [-1.302, 2.993, -1.644], [1.939, -1.282, -3.239], [2.057, 0.198, -4.206], [-0.131, 1.256, -1.222], [2.438, 1.279, -2.213], [2.483, -0.239, -1.216], [1.982, 0.976, 0.850], [3.296, 1.754, -0.018], [0.719, 3.017, 0.726], [1.029, 3.206, -1.010], [2.554, 5.228, -0.718], [-0.566, -1.317, 1.005], [-0.684, 0.411, 0.734], [-2.650, -1.642, -0.575], [-2.859, -0.764, 0.946], [-3.221, 1.340, -0.111], [-2.309, 0.831, -1.586], [-5.219, 0.595, -1.153], [-4.493, -1.018, -1.357], [-3.365, 0.280, -3.261], [1.992, -3.961, 3.158], [2.362, -2.894, 4.164], [3.162, -1.955, 3.427], [2.653, -1.907, 1.910], [1.771, -0.797, 1.756], [3.762, -2.109, 1.051], [1.758, -3.245, 1.934], [2.817, -4.658, 2.994], [1.104, -4.516, 3.453], [2.919, -3.294, 5.007], [1.478, -2.369, 4.530], [0.076, 0.778, 5.251], [-1.261, 1.065, 5.905], [-1.779, -0.223, 6.254], [-0.560, -1.206, 6.622], [-0.408, -1.230, 8.028], [-0.685, -2.389, 5.842], [0.629, -0.308, 6.002], [-0.050, 0.448, 4.216], [0.744, 1.637, 5.277], [-1.946, 1.587, 5.240], [-1.137, 1.642, 6.824]],
  "atomic_forces_ev_per_a": [[-0.67, -1.16, 0.11], [-0.96, 3.05, 0.54], [-0.18, -1.65, -0.73], [0.71, 0.08, -0.13], [-0.38, -0.22, 0.66], [-0.55, 0.01, -0.76], [0.25, -0.07, 0.41], [0.05, -0.71, 0.14], [0.17, -0.54, 0.70], [-0.31, 0.11, 2.00], [0.86, 1.07, -3.29], [0.05, 0.17, 1.19], [0.43, -0.10, 1.54], [-0.19, 0.21, 0.04], [0.45, 0.58, 0.13], [-0.26, 0.21, -0.42], [0.07, 0.08, 0.02], [1.22, -0.40, -1.12], [-0.80, -1.21, 1.16], [-0.43, 0.88, 0.40], [-0.45, -0.56, -0.44], [0.47, -0.34, 0.27], [0.00, 0.29, -0.06], [0.43, 0.33, -0.47], [-0.50, 0.52, 0.44], [0.46, -0.04, 0.06], [0.37, 0.40, 0.17], [-0.39, -0.13, 0.46], [-0.56, 0.08, -0.05], [0.08, -0.45, 0.42], [0.43, 0.51, -0.13], [0.03, 0.13, -0.57], [-0.51, 0.27, -0.11], [-0.29, -0.59, 0.01], [0.18, 0.05, -1.11], [-0.11, -0.28, 0.42], [-0.21, 0.52, -0.37], [-0.10, 0.49, -0.90], [-0.57, -0.26, -0.07], [0.46, -0.03, -0.36], [0.22, -0.21, 0.43], [-0.35, -0.76, 0.29], [-0.06, 0.41, -0.44], [0.39, -0.41, -0.67], [0.47, 0.28, 0.23], [0.35, -0.22, -0.51], [0.37, -0.41, -0.34], [-0.32, 0.07, 0.44], [0.46, -0.11, -0.21], [-0.01, 0.49, 0.03], [-0.21, -0.12, 0.32], [0.43, -0.49, 0.32], [-0.67, 0.03, 0.37], [0.05, -0.20, -0.80], [0.13, -0.57, 1.04], [0.05, -0.36, -0.06], [-0.15, 0.35, -0.23], [-0.04, 0.63, -0.06], [-0.03, 0.02, -0.01], [-0.10, 0.17, -0.19], [0.21, 0.17, -0.13], [0.01, -0.09, 0.04], [-0.18, 0.11, -0.50], [0.21, 0.43, 0.37], [0.39, -0.42, -0.39], [-0.19, 0.70, -0.02], [0.13, -0.34, -0.07], [0.01, -0.04, 0.12], [-0.31, -0.11, 0.28], [0.01, 0.04, 0.00], [0.12, -0.16, 0.16], [-0.13, -0.24, 0.02], [0.01, 0.04, -0.06]],
  "charge": 1,
  "e_tot_ev": -88547.0041
}

{
  "formula": "C4H8O3",
  "method": "ωB97M-V/def2-TZVPD",
  "species": ["C", "C", "C", "O", "C", "O", "H", "H", "H", "H", "H", "H", "H", "H", "O"],
  "xyz": [[0.421, 0.158, -1.334], [-0.294, -0.424, -0.132], [0.672, -0.769, 0.957], [0.589, -1.760, 1.636], [-0.437, 0.289, -2.572], [-0.101, 0.954, -3.518], [0.913, 1.092, -1.066], [1.178, -0.550, -1.696], [-1.156, 0.191, 0.120], [-0.763, -1.373, -0.417], [1.553, -0.106, 1.089], [-1.358, -0.325, -2.606], [-0.533, 1.340, 3.794], [-0.414, 0.161, 2.854], [-0.270, 1.123, 2.892]],
  "atomic_forces_ev_per_a": [[0.01, -0.26, -0.20], [-0.60, -0.88, -0.94], [0.39, 0.14, 0.23], [-0.22, -0.03, 0.13], [0.38, 0.50, -0.10], [-0.29, -0.13, 0.16], [0.04, 0.11, -0.36], [0.26, 0.11, 0.28], [0.26, 0.40, 0.67], [0.10, -0.05, 0.05], [-0.20, 0.10, -0.09], [-0.05, 0.01, 0.03], [0.06, 0.17, -0.09], [0.11, 0.46, 0.06], [-0.24, -0.64, 0.16]],
  "charge": 0,
  "smiles": "O=CCCC=O.O",
  "e_tot_ev": -10419.1665,
  "e_above_lowest_kcal_mol": 42.4
}

{
  "formula": "C7H14F2N2O3",
  "method": "ωB97M-V/def2-TZVPD",
  "species": ["C", "C", "F", "C", "N", "C", "O", "O", "F", "H", "H", "H", "H", "H", "H", "H", "C", "O", "N", "C", "C", "H", "H", "H", "H", "H", "H", "H"],
  "xyz": [[-2.727, 1.849, 1.294], [-1.614, 0.611, 1.301], [-1.579, -0.024, -0.067], [-0.106, 1.229, 1.668], [0.498, 0.311, 2.708], [0.089, 0.665, 4.120], [0.126, 1.960, 4.540], [-0.344, -0.311, 5.162], [-0.017, -1.538, 4.829], [-3.796, 1.356, 1.402], [-2.511, 2.475, 2.284], [-2.621, 2.552, 0.357], [-1.957, -0.168, 2.135], [0.588, 1.142, 0.702], [-0.185, 2.354, 1.980], [0.158, -0.659, 2.431], [2.566, -0.409, -2.574], [2.637, 0.199, -1.513], [1.457, -1.084, -3.036], [1.454, -1.781, -4.306], [0.256, -1.099, -2.227], [3.423, -0.461, -3.266], [0.674, -1.351, -4.942], [1.241, -2.839, -4.128], [2.420, -1.688, -4.809], [-0.079, -0.070, -2.067], [0.485, -1.550, -1.257], [-0.535, -1.671, -2.721]],
  "atomic_forces_ev_per_a": [[0.39, -0.86, 0.74], [-0.37, 1.91, -0.26], [-0.13, 1.09, 3.09], [-0.56, -0.36, -1.69], [-2.40, -0.45, 2.94], [0.60, 6.60, 0.72], [-0.57, -8.77, -2.57], [0.21, 6.04, -1.33], [1.00, -4.00, -1.44], [2.14, 1.26, -0.50], [-0.53, -1.33, -2.15], [-0.23, -1.61, 1.88], [0.84, 1.33, -2.18], [-1.57, 0.18, 2.08], [0.28, -2.46, -0.24], [0.90, 1.41, 0.91], [-0.78, -0.18, 0.21], [-0.34, -0.49, -0.68], [1.31, 0.58, 0.20], [-0.12, 0.07, 0.22], [0.13, 0.25, 0.23], [-0.09, -0.06, -0.05], [0.09, -0.17, -0.13], [0.02, 0.02, -0.23], [-0.13, 0.03, 0.14], [-0.11, -0.24, 0.11], [-0.22, 0.11, -0.04], [0.22, 0.10, 0.03]],
  "charge": 0,
  "smiles": "C[C@@H](F)CNC(=O)OF.CN(C)C=O",
  "e_tot_ev": -22036.9735
}

{
  "formula": "C4H8S3",
  "method": "ωB97M-V/def2-TZVPD",
  "species": ["C", "C", "C", "C", "H", "H", "H", "H", "H", "H", "H", "H", "S", "S", "S"],
  "xyz": [[-0.525, -1.212, -2.451], [0.081, -0.145, -0.193], [-0.206, 0.085, 1.238], [1.250, 0.603, 1.911], [0.137, -2.100, -2.359], [0.028, -0.355, -2.994], [-1.522, -1.435, -3.107], [-0.843, -0.684, 1.804], [2.115, -0.202, 1.874], [1.289, 1.698, 1.383], [1.120, 0.712, 2.941], [-2.065, 1.966, 0.446], [-1.294, -0.987, -0.911], [1.406, 0.263, -1.162], [-0.971, 1.793, 1.580]],
  "atomic_forces_ev_per_a": [[-2.24, -0.85, -4.05], [-0.18, -0.30, -1.63], [2.15, 2.27, 2.36], [-0.42, -0.75, -2.36], [-0.41, 0.61, -0.52], [-1.26, -1.30, 1.41], [2.55, -0.06, 1.02], [1.29, 0.95, -1.10], [-1.63, 1.91, -0.80], [1.15, -3.09, 1.33], [-0.52, 0.57, 1.76], [2.34, -0.70, 2.50], [1.17, 1.12, 0.67], [-1.04, -0.05, 2.39], [-2.92, -0.33, -2.96]],
  "charge": 0,
  "smiles": "CSC(=S)[C@@H](C)S",
  "e_tot_ev": -36780.2466,
  "e_above_lowest_kcal_mol": 69.3
}

{
  "formula": "C2H3BrNO",
  "method": "ωB97M-V/def2-TZVPD",
  "species": ["C", "C", "N", "O", "Br", "H", "H", "H"],
  "xyz": [[-1.127, 0.592, 0.017], [0.289, 0.114, 0.331], [-0.605, -0.751, 0.060], [-1.041, -1.926, -0.116], [3.595, 0.107, -0.142], [-1.815, 0.897, 0.809], [-1.396, 0.987, -0.967], [2.100, -0.020, 0.007]],
  "atomic_forces_ev_per_a": [[-0.81, -0.02, -0.25], [1.29, -1.13, -0.30], [-0.26, 1.46, 0.26], [0.14, -0.64, -0.06], [0.46, -0.07, -0.14], [0.08, 0.03, 0.10], [0.09, 0.03, -0.01], [-0.99, 0.33, 0.40]],
  "charge": -1,
  "e_tot_ev": -75699.6800,
  "e_above_lowest_kcal_mol": 55.7
}

{
  "formula": "C32H31CdF4N4O2PSe",
  "method": "ωB97M-V/def2-TZVPD",
  "species": ["Cd", "C", "C", "N", "C", "C", "C", "C", "N", "C", "C", "F", "C", "F", "C", "C", "F", "C", "F", "H", "H", "H", "H", "H", "H", "H", "H", "H", "H", "H", "H", "H", "H", "H", "O", "C", "O", "C", "P", "C", "C", "C", "C", "C", "C", "C", "C", "C", "C", "C", "C", "H", "H", "H", "H", "H", "H", "H", "H", "H", "H", "H", "H", "Se", "N", "C", "C", "C", "C", "C", "C", "N", "H", "H", "H", "H"],
  "xyz": [[-0.873, 0.388, 0.400], [0.311, -4.399, -0.380], [0.207, -2.941, -0.631], [-1.079, -2.265, -0.322], [-1.972, -2.106, -1.461], [-2.654, -3.387, -1.889], [-1.575, -2.732, 0.960], [-2.687, -1.859, 1.520], [-2.038, -0.577, 1.882], [-2.332, 0.131, 3.020], [-1.348, 1.003, 3.567], [-0.103, 1.041, 3.052], [-1.605, 1.735, 4.665], [-0.671, 2.509, 5.206], [-2.760, 1.664, 5.360], [-3.727, 0.813, 4.878], [-4.883, 0.708, 5.507], [-3.494, 0.074, 3.735], [-4.438, -0.744, 3.287], [1.353, -4.649, -0.300], [-0.065, -4.996, -1.235], [-0.097, -4.743, 0.548], [0.320, -2.707, -1.679], [0.977, -2.360, -0.095], [-1.453, -1.698, -2.301], [-2.733, -1.354, -1.173], [-1.895, -4.085, -2.259], [-3.356, -3.074, -2.690], [-3.208, -3.869, -1.090], [-0.830, -2.659, 1.706], [-1.920, -3.751, 1.014], [-3.167, -2.445, 2.320], [-3.537, -1.744, 0.875], [-2.947, 2.302, 6.206], [-0.030, 4.513, -0.277], [0.122, 3.327, -0.041], [-0.716, 2.616, 0.616], [1.453, 2.741, -0.535], [1.652, 0.957, -0.094], [2.501, 0.903, 1.515], [3.230, -0.232, 1.905], [3.926, -0.204, 3.119], [3.635, 0.861, 3.997], [2.852, 1.954, 3.616], [2.346, 1.981, 2.356], [2.806, 0.234, -1.334], [4.127, 0.588, -1.326], [5.016, -0.081, -2.182], [4.507, -0.959, -3.139], [3.153, -1.278, -3.196], [2.308, -0.701, -2.255], [2.359, 3.285, -0.166], [1.467, 2.680, -1.633], [3.314, -1.060, 1.254], [4.501, -1.056, 3.405], [4.122, 0.832, 4.958], [2.654, 2.770, 4.318], [1.865, 2.892, 2.007], [4.471, 1.409, -0.637], [6.086, 0.185, -2.177], [5.142, -1.427, -3.918], [2.753, -1.999, -3.928], [1.241, -0.932, -2.251], [-3.665, 2.231, -0.899], [-2.304, 1.216, -1.346], [-1.922, 1.599, -2.575], [-0.822, 1.080, -3.278], [-0.433, 1.608, -4.489], [-1.162, 2.690, -5.012], [-2.294, 3.169, -4.411], [-2.710, 2.667, -3.159], [-3.776, 3.061, -2.409], [-0.215, 0.242, -2.862], [0.429, 1.193, -4.970], [-0.888, 3.175, -5.961], [-2.820, 4.047, -4.808]],
  "atomic_forces_ev_per_a": [[0.45, -0.13, -0.08], [0.38, -1.13, -0.98], [-0.69, 2.03, -0.06], [1.40, 0.14, 0.34], [-1.38, -0.44, 1.73], [-0.22, 0.40, -0.91], [-2.08, 0.66, -0.47], [0.52, 0.35, 0.92], [-0.71, -0.23, 0.32], [1.92, 0.04, -0.92], [-0.21, -0.85, -0.89], [-0.15, -0.16, -0.27], [0.67, 0.48, 0.72], [1.11, 0.62, -0.06], [-1.92, -0.13, 0.46], [0.91, 0.22, -0.21], [-0.90, -0.18, 0.31], [-0.64, 0.12, 0.76], [-1.28, -0.62, -0.26], [0.71, -0.16, -0.11], [-0.11, 0.21, 0.65], [-0.55, -0.09, 0.41], [0.60, -0.27, -0.40], [-0.03, -0.41, -0.02], [0.66, 0.38, -0.43], [0.28, -0.38, -0.24], [-0.36, -0.02, -0.17], [0.29, -0.72, 0.25], [-0.11, 0.03, 0.14], [1.32, 0.12, 0.51], [-0.21, -0.77, -0.59], [0.64, 0.54, 0.43], [-0.35, 0.29, -0.97], [0.04, -0.01, 0.18], [0.04, 0.47, -0.35], [-0.29, 0.92, 0.50], [0.36, -0.66, -0.19], [0.99, -1.37, 0.09], [-0.40, -0.22, -0.16], [0.25, -0.78, -0.89], [0.31, 1.47, 0.83], [-1.99, 0.89, -0.26], [0.74, -0.36, -0.29], [0.85, -0.49, 1.51], [-0.29, 1.00, -0.82], [-1.46, -0.12, 0.37], [1.55, 0.46, 0.36], [0.13, 0.75, -0.38], [0.48, -0.61, -0.72], [-0.35, -0.03, 0.32], [-0.09, 0.20, -0.04], [-0.97, -0.08, -0.44], [-0.04, 0.51, 0.23], [0.13, -0.81, -0.68], [0.44, -0.22, 0.30], [-0.11, 0.16, 0.28], [0.17, -0.32, -0.30], [-0.24, -0.28, 0.11], [-0.19, -1.12, -0.69], [-0.66, -0.25, -0.01], [-0.13, 0.43, 0.82], [0.35, 0.50, 0.36], [0.45, -0.02, 0.10], [-0.38, -0.30, 0.54], [0.27, -0.03, -0.50], [-0.60, 0.50, 0.43], [1.57, -1.08, -0.46], [-0.63, -0.31, 1.45], [-0.75, 0.88, -1.09], [-0.10, 1.02, -0.20], [-0.49, -0.82, 0.90], [1.28, 0.30, -1.12], [-0.76, 0.84, -0.19], [0.28, 0.00, -0.33], [0.11, -0.41, 0.53], [0.18, -0.53, 0.01]],
  "charge": 0,
  "e_tot_ev": -133809.9891
}

E_HOMO / Eh: -0.4171, -0.3697, -0.3432, -0.3150, -0.1402, -0.2637
E_LUMO / eV: -3.70, 0.61, 0.62, -0.56, 3.84, -1.29
Frontier orbital gap / eV: 7.65, 10.67, 9.96, 8.02, 7.66, 5.89